[1]
Formula: C22H44BiN3OP3Se
Source: OMol25
Level of theory: ωB97M-V/def2-TZVPD

Values from the calculation:
LUMO (alpha / beta): -11.45 / -11.45 eV
Gap between HOMO and LUMO (alpha / beta): 4.88 / 4.88 eV
Charge: +3
Max |F|: 1.61 eV/A
ΔE to the lowest compared entry with this formula, charge and spin: 2.887 eV

XYZ file:
```
75
C22H44BiN3OP3Se ωB97M-V/def2-TZVPD
H 1.98 -3.11 0.76
C 2.73 0.29 -6.88
C -0.75 3.67 -2.20
H -0.27 -0.16 5.73
C -3.98 -1.60 -0.41
H 2.48 0.32 1.06
H -5.10 -0.20 -2.75
C 0.70 -0.17 -4.98
H -3.80 1.18 0.76
H -3.69 2.21 -0.70
H 3.51 0.39 -7.63
H -1.17 4.57 0.56
H -1.77 -3.01 1.07
C -4.05 1.25 -0.31
O -2.13 -0.29 1.81
H 4.62 0.96 -2.40
H -1.03 -4.60 0.66
C -0.07 -0.11 4.66
H -3.61 -0.92 -3.46
H -0.29 4.67 -2.20
H -5.14 1.19 -0.45
H -3.81 -1.56 0.68
H 4.93 -0.85 -2.12
H -2.11 3.05 0.76
H 4.09 -0.46 -5.37
H 2.37 -2.27 -0.76
C 1.40 0.65 -7.16
C -0.82 -3.53 0.86
C 1.52 3.29 -0.47
P -0.01 -2.80 -0.60
H 2.29 -0.83 -3.67
C 3.05 -0.22 -5.61
H 1.65 4.29 -0.91
C -0.45 -3.88 -1.99
Bi -0.28 -0.10 -1.22
H -3.51 -2.52 -0.81
H -2.94 -1.32 4.13
C -1.10 3.47 0.69
N -1.17 -0.20 3.86
H -2.38 -0.37 5.54
H -0.55 3.25 1.62
H -0.63 0.73 -6.45
C 0.40 0.47 -6.21
H 0.04 -4.86 -1.85
H -3.16 0.44 4.15
H -0.13 -3.42 -2.94
H 1.75 3.34 0.61
H 4.51 1.32 0.07
C -1.08 -0.17 2.48
P -3.22 -0.13 -1.18
P -0.20 2.75 -0.73
C 1.23 0.11 2.68
H 3.26 0.38 2.60
C 2.05 -0.43 -4.66
C -4.01 -0.10 -2.84
H -0.45 3.12 -3.10
H -1.54 -4.02 -2.03
H 2.22 2.59 -0.94
C 1.16 0.05 4.09
H -5.06 -1.63 -0.62
H -1.85 3.77 -2.20
H 1.08 0.10 0.01
C 1.78 -3.08 -0.32
H -3.77 0.85 -3.34
N 0.15 -0.01 1.90
H -0.16 -3.44 1.73
C 4.72 0.13 -1.69
C -2.49 -0.38 4.45
C 4.62 0.32 -0.36
H 4.73 -0.51 0.34
H 2.07 0.14 4.68
Se -0.78 -0.70 -3.93
H 2.06 -4.03 -0.78
H 1.15 1.06 -8.14
N 2.40 0.31 2.07
```

[2]
Formula: C3H4N4
Source: OMol25
Level of theory: ωB97M-V/def2-TZVPD

Values from the calculation:
LUMO: -0.60 eV
Structure (SMILES): Cc1cnnnn1
Gap between HOMO and LUMO: 9.21 eV
Max |F|: 6.66 eV/A
ΔE to the lowest compared entry with this formula, charge and spin: 5.586 eV

XYZ file:
```
11
C3H4N4 ωB97M-V/def2-TZVPD
H -0.55 2.19 0.14
N -2.13 0.82 -0.06
H 2.21 0.05 1.10
C 1.76 -0.24 0.02
H 2.24 0.64 -0.65
C -0.81 0.97 -0.02
N -2.58 -0.40 -0.03
N -0.46 -1.22 -0.18
C 0.06 -0.05 -0.15
H 2.03 -1.29 -0.27
N -1.77 -1.46 0.10
```

[3]
Formula: C9H5Cl4O3S2
Source: OMol25
Level of theory: ωB97M-V/def2-TZVPD

Values from the calculation:
LUMO: 2.35 eV
Gap between HOMO and LUMO: 6.03 eV
Charge: -1
Max |F|: 2.66 eV/A

XYZ file:
```
23
C9H5Cl4O3S2 ωB97M-V/def2-TZVPD
C -0.55 -0.34 2.92
C -0.64 1.08 -1.84
C 1.90 0.92 -2.25
C -1.30 -1.61 3.20
Cl -2.05 -1.24 -2.17
Cl -2.08 1.79 -2.66
C 0.61 -1.19 -1.89
H -2.38 -1.48 3.04
H 0.53 -0.48 3.04
Cl 3.34 -1.30 -1.72
Cl 3.32 1.83 -2.53
S -0.76 2.00 -0.30
O 0.56 2.56 -3.35
C 1.90 -0.41 -1.95
H -0.94 -2.40 2.54
C -0.61 -0.40 -1.89
S 0.97 1.86 1.88
H -1.13 -1.92 4.24
H -0.88 0.48 3.58
O -0.84 -0.02 1.52
O 0.62 -2.43 -1.88
C -0.21 1.06 1.05
C 0.63 1.62 -2.58
```

[4]
Formula: C13H13CaClN2O2
Source: OMol25
Level of theory: ωB97M-V/def2-TZVPD

Values from the calculation:
LUMO: -9.97 eV
Gap between HOMO and LUMO: 4.02 eV
Charge: +2
Max |F|: 9.50 eV/A
ΔE to the lowest compared entry with this formula, charge and spin: 12.732 eV

XYZ file:
```
32
C13H13CaClN2O2 ωB97M-V/def2-TZVPD
Ca -4.52 1.00 -0.45
C 1.40 -3.28 1.55
C 0.89 2.47 0.35
O 0.66 5.16 0.73
C 0.11 1.64 -0.83
N -0.75 -0.67 -1.94
C 1.64 1.70 1.59
H 1.21 -2.80 -0.67
H -2.78 0.19 -2.23
Cl 2.50 2.70 2.90
H 0.74 -3.94 2.30
C 0.67 4.05 -0.02
H -0.47 -2.74 0.19
C 0.79 -0.84 0.41
C -2.55 -0.34 0.00
C -0.49 2.77 -1.86
C 2.89 -3.22 1.64
H 2.07 -0.56 2.46
C -2.23 -0.62 -1.59
H -2.39 0.79 0.33
H 3.45 -4.17 2.06
H -3.72 -0.54 0.14
H -2.01 -1.06 0.75
H -0.44 -1.66 -2.09
C 1.56 0.03 1.57
C 0.04 0.01 -0.82
H 3.43 -2.25 1.24
O -1.46 2.74 -2.77
N 0.41 3.98 -1.53
H -2.65 -1.71 -1.83
H 1.34 3.63 -1.91
C 0.67 -2.47 0.33
```

[5]
Formula: C44H121N11O11
Source: OMol25
Level of theory: ωB97M-V/def2-TZVPD

Values from the calculation:
LUMO: 0.54 eV
Structure (SMILES): COC[C@H](C)N.COC[C@H](C)N.COC[C@H](C)N.COC[C@H](C)N.COC[C@H](C)N.COC[C@H](C)N.COC[C@H](C)N.COC[C@H](C)N.COC[C@H](C)N.COC[C@H](C)N.COC[C@H](C)N
Gap between HOMO and LUMO: 9.10 eV
Max |F|: 3.76 eV/A
ΔE to the lowest compared entry with this formula, charge and spin: 3.297 eV

XYZ file:
```
187
C44H121N11O11 ωB97M-V/def2-TZVPD
O 12.76 26.72 11.56
C 19.49 16.65 13.97
H 12.11 18.09 12.57
N 16.17 23.12 12.97
H 9.73 14.64 19.38
H 17.21 19.26 6.93
C 10.69 26.60 16.68
H 17.27 17.66 7.73
C 10.54 16.43 18.75
H 11.70 15.25 11.75
H 15.70 24.76 10.75
O 11.30 27.87 16.82
N 13.27 24.18 14.10
H 18.14 14.12 16.21
C 12.12 27.99 11.55
C 17.04 12.74 14.93
H 14.92 22.72 20.49
H 9.95 28.68 15.51
H 22.51 16.78 15.69
H 11.22 24.62 16.55
H 12.95 26.62 13.56
H 19.11 17.76 16.44
C 18.94 20.53 12.55
O 16.77 15.11 14.33
H 14.72 15.01 14.67
H 14.30 25.21 19.35
H 19.04 29.12 16.64
C 16.20 25.21 16.36
H 14.79 21.37 9.50
H 16.80 10.79 14.99
H 11.17 23.50 12.48
N 13.33 20.57 12.88
C 15.53 23.06 19.69
H 16.12 17.93 9.74
C 18.31 13.13 15.71
H 14.33 27.14 22.20
H 13.62 22.91 16.70
C 14.01 20.65 15.28
H 18.46 12.28 16.40
H 12.93 26.70 21.11
H 12.57 23.48 14.30
C 21.82 16.62 14.86
H 11.95 22.40 17.11
H 22.20 16.88 13.89
H 19.77 27.61 16.98
C 13.60 26.34 21.89
C 18.76 16.82 11.78
H 16.25 25.58 17.38
H 16.95 24.35 9.78
C 13.62 15.82 12.05
H 20.52 17.22 17.10
H 15.91 22.35 11.01
H 14.77 14.35 9.62
H 17.73 16.90 12.25
H 10.75 19.66 18.01
H 13.77 21.15 8.21
H 21.71 15.55 14.69
C 17.92 22.37 11.52
H 19.68 21.16 13.02
H 16.07 19.43 10.57
H 14.16 23.70 13.98
H 18.71 19.73 13.24
H 18.75 18.61 7.74
N 13.70 19.04 9.71
H 12.19 24.43 18.83
H 13.61 19.66 10.54
C 18.95 28.23 17.29
H 16.31 23.88 22.08
C 12.14 16.01 12.41
C 12.11 23.77 11.91
C 16.13 19.01 9.57
H 9.05 15.09 17.07
C 16.07 24.34 20.16
N 11.92 15.89 13.88
H 19.20 13.18 15.07
H 15.51 21.26 7.90
H 12.41 28.57 12.40
O 19.69 17.20 12.72
C 14.83 19.36 8.90
H 18.04 11.22 14.05
H 15.96 13.57 13.22
H 14.49 20.08 16.12
H 9.86 26.54 17.33
H 19.75 15.58 13.98
H 13.96 24.72 12.26
C 17.55 27.25 15.73
H 13.66 18.08 10.00
H 12.46 28.54 10.65
C 12.45 26.08 12.78
O 17.78 21.25 12.31
H 7.90 16.90 20.17
C 13.00 24.66 12.77
H 18.95 17.35 10.85
H 11.39 18.87 19.46
H 16.31 22.38 19.39
H 17.52 28.23 15.23
O 13.69 15.81 10.63
C 20.47 17.29 15.00
H 12.33 20.81 12.97
H 15.46 18.39 14.38
H 20.62 18.34 14.68
C 13.78 19.81 14.12
C 11.62 25.29 18.63
H 16.72 24.81 19.38
H 18.25 22.13 10.48
H 14.93 23.37 18.84
H 10.51 17.62 12.15
C 16.27 26.52 15.52
H 14.71 18.85 7.97
N 19.87 17.05 16.34
C 17.66 18.71 7.79
N 13.08 25.59 16.74
H 10.30 26.50 15.65
C 16.69 24.40 10.83
O 14.24 25.15 21.48
H 16.17 12.72 15.58
H 15.26 24.68 16.20
H 13.27 25.49 15.75
H 12.62 22.81 11.60
H 18.50 26.77 15.39
H 17.04 24.64 16.06
H 14.31 16.62 12.47
H 11.95 18.40 17.87
H 15.32 16.09 9.30
H 9.62 29.11 17.24
N 17.08 11.48 14.29
H 11.90 14.90 14.06
H 11.26 16.57 19.62
O 12.76 21.19 15.77
H 19.09 28.55 18.31
C 9.34 15.65 19.11
H 13.85 21.39 12.64
H 14.05 14.84 12.39
C 12.93 22.06 16.91
C 16.83 13.84 13.80
H 16.50 22.38 13.61
C 15.04 19.13 13.63
H 15.44 27.16 15.79
H 10.69 25.26 19.13
H 18.79 15.74 11.57
C 11.58 17.36 12.01
H 19.25 20.11 11.60
H 14.61 21.54 15.11
H 12.14 26.15 19.07
H 17.61 13.81 13.08
H 11.37 26.10 12.99
O 17.69 27.57 17.10
C 16.59 23.01 11.54
N 16.24 26.27 14.08
H 15.77 14.85 16.07
H 17.35 25.12 11.32
C 14.88 25.32 20.26
C 10.40 28.93 16.50
C 14.73 20.83 8.56
H 13.36 21.44 17.68
C 11.11 18.69 18.46
C 15.68 15.33 15.11
H 9.22 16.61 20.99
H 7.62 14.60 18.12
H 12.96 19.04 14.25
H 15.61 16.41 15.22
H 7.84 16.31 17.64
H 11.11 16.05 17.92
H 13.51 26.42 17.06
H 18.43 16.74 14.31
H 11.73 24.32 11.04
H 11.04 27.86 11.47
H 14.97 18.61 12.71
H 13.07 26.19 22.82
C 11.65 25.49 17.09
H 15.26 26.34 20.28
H 17.34 25.03 21.58
H 16.30 24.05 13.35
H 16.47 27.12 13.49
N 8.58 16.17 20.33
C 8.35 15.38 17.92
N 16.93 24.16 21.33
O 17.35 19.39 8.98
H 15.67 15.17 10.87
H 15.31 25.98 13.80
H 10.96 16.12 14.11
C 14.91 15.36 10.07
O 10.09 17.73 18.34
H 11.88 17.58 11.00
H 11.00 29.86 16.35
H 15.83 19.86 13.48
H 18.68 23.07 11.98
```

[6]
Formula: C27H58O4P2SiSr
Source: OMol25
Level of theory: ωB97M-V/def2-TZVPD

Values from the calculation:
LUMO: -0.55 eV
Gap between HOMO and LUMO: 5.72 eV
Max |F|: 3.72 eV/A
ΔE to the lowest compared entry with this formula, charge and spin: 1.407 eV

XYZ file:
```
93
C27H58O4P2SiSr ωB97M-V/def2-TZVPD
H 0.59 0.73 1.30
H -6.91 -1.87 -0.80
C 4.61 -2.10 -1.61
C -3.57 2.47 2.78
H -2.33 4.45 0.24
H 2.18 0.38 -4.95
C 3.63 0.80 -3.46
H -2.67 2.29 3.38
C 5.61 -0.39 0.72
H -1.37 -2.93 3.85
C 3.07 -0.27 0.73
C 3.46 3.19 -1.76
H 5.09 -2.38 1.19
C 5.59 1.41 -1.95
C -6.36 -0.97 -0.45
H -0.88 -0.83 4.99
H 1.78 -1.84 0.07
O -4.26 -0.07 0.32
H 6.14 1.86 -1.11
C -4.14 -1.64 -1.49
P 1.04 -0.30 -2.89
H 5.81 -3.56 -0.63
H -5.53 -3.23 0.41
C 0.64 1.85 1.24
H 6.54 0.19 0.77
H -0.88 0.17 -4.41
H 3.12 -2.41 1.04
C -4.88 -2.43 0.79
C -3.46 -1.15 4.40
H -3.13 -1.73 5.27
H -1.43 4.00 1.68
H 1.01 -2.64 -3.64
H 1.80 1.84 -4.00
H 4.37 3.64 -2.15
H 4.08 -0.21 -3.47
C 5.84 -1.84 0.61
H -3.88 -2.86 0.94
H -4.24 1.59 2.81
H 0.18 2.24 2.16
H -4.29 -0.85 -2.24
H -2.70 -3.02 2.69
H 2.60 3.42 -2.40
Sr -0.13 1.43 -1.20
O -2.40 1.86 0.70
H -4.12 3.27 3.30
H 4.50 1.39 0.82
H -1.54 -0.34 -2.81
C -1.16 -0.27 4.08
C -4.56 2.95 0.57
H -5.08 1.99 0.56
H -5.29 -2.12 1.76
H 2.57 -2.66 -1.72
H 6.77 -2.22 -1.33
H 1.68 2.21 1.16
H 1.60 -1.48 -4.86
H -4.38 3.25 -0.47
C -1.84 -2.41 3.00
C 4.46 0.30 0.77
H 5.98 0.39 -2.09
C -0.69 -0.45 -3.51
H -1.13 -2.36 2.16
H 2.69 -2.02 -3.55
H 5.82 1.99 -2.86
C 2.17 0.80 -3.94
C -2.30 -1.03 3.42
P 3.71 1.39 -1.71
H -3.07 -1.76 -1.31
H -4.54 -2.57 -1.91
H -0.29 -0.16 3.41
H -2.94 4.96 1.84
C 1.65 -1.77 -3.80
H 3.29 3.53 -0.73
H -6.84 -0.65 0.49
H 6.83 -2.04 1.05
C 2.86 -1.75 0.22
C -4.88 -1.28 -0.21
O -2.77 -0.26 2.31
C -2.45 4.15 1.29
H -6.47 -0.20 -1.22
C -3.26 2.87 1.35
Si -2.66 0.20 0.74
H 4.79 -1.77 -2.63
H 2.48 0.41 0.07
H -5.22 3.68 1.05
H 4.27 1.45 -4.08
O -1.47 -0.37 -0.16
H -1.48 0.74 4.38
H -0.73 -1.51 -3.83
H 2.55 -0.11 1.69
C 3.38 -2.33 -1.08
H -4.31 -1.68 3.95
H -3.76 -0.15 4.76
C 5.84 -2.47 -0.80
```

[7]
Formula: C5H4O
Source: OMol25
Level of theory: ωB97M-V/def2-TZVPD

Values from the calculation:
LUMO (alpha / beta): -2.70 / -2.71 eV
Gap between HOMO and LUMO (alpha / beta): 5.35 / 5.33 eV
Max |F|: 3.31 eV/A
ΔE to the lowest compared entry with this formula, charge and spin: 7.452 eV

XYZ file:
```
10
C5H4O ωB97M-V/def2-TZVPD
C 1.21 0.96 -0.36
C -1.56 -2.39 1.22
H 2.94 1.39 1.04
O -1.06 1.16 -1.09
C -0.78 -1.84 0.50
C 0.18 0.70 -1.22
C 2.14 1.22 0.39
H -2.24 -2.90 1.87
H -1.19 1.58 -0.23
H 0.35 0.12 -2.12
```

[8]
Formula: H13O6S
Source: OMol25
Level of theory: ωB97M-V/def2-TZVPD

Values from the calculation:
LUMO: 3.15 eV
Gap between HOMO and LUMO: 7.28 eV
Charge: -1
Max |F|: 1.87 eV/A
ΔE to the lowest compared entry with this formula, charge and spin: 1.304 eV

XYZ file:
```
20
H13O6S ωB97M-V/def2-TZVPD
H -0.05 -1.39 1.43
H 1.04 0.88 2.98
H 1.38 2.40 3.07
H 3.39 -2.81 -1.10
O -2.46 1.14 2.85
H 0.91 -1.51 -4.19
H 0.27 -1.24 -2.79
O 3.29 -2.95 -0.15
O 1.70 1.52 3.26
H -2.98 1.84 2.45
H -2.41 -0.54 -0.76
H -0.01 1.34 -1.07
H 3.07 -2.04 0.09
O -3.39 -0.56 -0.72
H 1.05 2.44 -1.36
H -3.66 -0.07 -1.50
O 0.14 2.18 -1.52
O 0.66 -0.82 -3.57
S -0.05 -0.56 0.45
H -1.90 0.76 2.16
```